Formula: C2H14NO3
Source: OMol25
Level of theory: wB97M-V/def2-TZVPD

Last column: Löwdin charge in e.
Positions of all 20 atoms, in Å:
C (1.0797, 0.8734, 0.8662)  0.022
N (1.5887, 0.0910, -0.3429)  -0.053
C (2.0332, -1.2596, 0.0257)  -0.026
H (1.7387, 0.5287, 1.7010)  0.109
H (1.2639, 1.9333, 0.7360)  0.101
H (0.0165, 0.6762, 0.9883)  0.089
H (2.4714, 0.4908, -0.6494)  0.168
H (0.8765, 0.3075, -1.0636)  0.091
H (2.6610, -1.1918, 0.9249)  0.108
H (2.4798, -1.7813, -0.8198)  0.107
H (1.1852, -1.9206, 0.2648)  0.107
H (-0.9324, 0.9373, -2.1000)  0.041
H (-0.0736, 1.7095, -3.0748)  0.077
O (-0.0437, 1.3019, -2.2037)  -0.042
H (-2.0365, -0.2846, -0.4627)  0.056
H (-1.8053, -1.3814, -1.5154)  0.070
O (-1.3525, -0.8209, -0.8766)  -0.039
H (-3.5074, -0.0363, 2.7866)  0.045
H (-2.3465, -0.5844, 3.4637)  0.040
O (-2.5680, -0.1927, 2.6099)  -0.069

Cartesian forces, eV/Å:
C 1.396 -0.642 0.379
N 0.361 1.364 1.094
C -1.381 -1.884 0.151
H -1.071 0.348 -0.353
H -0.115 0.074 -0.314
H 0.233 -0.197 0.227
H -0.249 0.765 -0.250
H 0.250 -0.910 -0.574
H 0.052 -0.017 -0.637
H 0.497 0.453 0.067
H 0.015 0.609 0.166
H 0.113 -0.202 0.175
H 0.339 0.153 -0.056
O -0.373 0.085 -0.156
H -0.216 -0.236 0.249
H -0.073 -0.094 0.078
O 0.176 0.300 -0.147
H 0.034 0.229 -0.537
H 0.564 -0.106 -0.118
O -0.552 -0.092 0.557

Total charge: +1
HOMO-LUMO gap: 11.75 eV
Energy: -364.8302 hartree
Energy above the lowest of the compared OMol25 structures with the same formula, charge and spin: 21.0 kcal/mol